Record 1
ORCA calculation (ωB97M-V/def2-TZVPD) on a 12-piece molecular cluster, C47H113O23P overall in a non-equilibrium geometry.

Structure (ORCA input):
```
! wB97M-V def2-TZVPD RIJCOSX def2/J DEFGRID3
* xyz 0 1
C 0.69 -4.12 -7.69
O 0.46 -2.78 -7.32
P 1.23 -1.56 -8.18
O 0.74 -0.21 -7.74
O 2.88 -1.76 -8.03
C 3.73 -0.67 -8.23
O 0.93 -1.94 -9.77
C 1.31 -1.15 -10.92
H -0.18 -4.63 -8.11
H 0.95 -4.65 -6.77
H 1.54 -4.20 -8.38
H 4.45 -1.04 -8.97
H 4.37 -0.39 -7.39
H 3.22 0.14 -8.76
H 1.76 -0.19 -10.65
H 0.53 -1.00 -11.66
H 2.07 -1.70 -11.46
C -7.78 -2.10 -4.97
C -8.60 -3.35 -4.78
C -8.19 -4.32 -5.81
O -6.83 -4.02 -5.98
C -6.62 -2.65 -5.79
H -7.41 -1.68 -4.03
H -8.41 -1.34 -5.42
H -9.67 -3.22 -4.62
H -8.25 -3.71 -3.80
H -8.73 -4.10 -6.73
H -8.30 -5.36 -5.52
H -6.52 -2.10 -6.72
H -5.68 -2.59 -5.24
C -0.14 0.33 -0.13
C -0.60 -0.76 -1.12
C -0.11 -2.03 -0.48
O 1.13 -1.66 0.09
C 1.13 -0.27 0.46
H -0.89 0.56 0.63
H -0.08 1.28 -0.65
H -0.06 -0.61 -2.06
H -1.67 -0.85 -1.31
H 0.03 -2.79 -1.24
H -0.69 -2.43 0.35
H 1.97 0.12 -0.12
H 1.26 -0.13 1.53
C 1.94 -7.62 1.50
C 2.32 -7.07 2.83
C 1.49 -7.88 3.80
O 0.35 -8.32 3.07
C 0.48 -7.86 1.71
H 2.57 -8.46 1.21
H 2.14 -6.89 0.72
H 2.09 -6.01 2.97
H 3.39 -7.21 2.98
H 1.30 -7.28 4.69
H 2.08 -8.74 4.11
H -0.06 -6.91 1.69
H -0.01 -8.54 1.01
C -10.54 0.32 -0.74
O -10.34 -1.02 -0.37
C -10.23 -1.22 1.06
C -10.00 -2.70 1.48
O -8.83 -3.23 0.82
C -7.66 -2.59 1.18
H -11.26 0.96 -0.22
H -10.80 0.33 -1.80
H -9.56 0.80 -0.70
H -11.19 -0.91 1.48
H -9.44 -0.64 1.52
H -10.81 -3.38 1.22
H -9.90 -2.72 2.57
H -6.85 -3.07 0.62
H -7.44 -2.84 2.21
H -7.49 -1.52 1.01
C 1.67 3.02 9.24
O 1.83 1.64 8.86
C 0.93 0.68 9.36
C 1.38 -0.64 8.73
O 1.17 -0.79 7.31
C -0.20 -0.76 6.97
H 2.53 3.53 8.80
H 1.57 3.17 10.31
H 0.78 3.47 8.79
H -0.11 1.00 9.37
H 1.10 0.66 10.44
H 0.87 -1.45 9.26
H 2.39 -0.92 9.00
H -0.68 0.19 7.19
H -0.66 -1.56 7.54
H -0.39 -1.04 5.93
C -1.16 -10.40 -6.31
O -2.36 -10.71 -7.11
C -3.60 -10.60 -6.41
C -4.02 -9.24 -5.77
O -3.16 -8.92 -4.63
C -3.42 -7.78 -3.94
H -0.34 -10.53 -7.01
H -0.89 -10.99 -5.43
H -1.15 -9.37 -5.94
H -3.70 -11.30 -5.58
H -4.28 -10.91 -7.20
H -5.07 -9.41 -5.50
H -3.98 -8.59 -6.64
H -3.52 -6.88 -4.55
H -2.66 -7.62 -3.18
H -4.32 -7.90 -3.33
C 8.28 6.61 2.56
O 8.98 5.37 2.50
C 8.20 4.35 1.86
C 6.91 3.90 2.62
O 7.26 3.27 3.85
C 6.21 2.48 4.34
H 8.89 7.47 2.85
H 7.47 6.62 3.29
H 7.90 6.88 1.58
H 8.78 3.44 1.71
H 7.90 4.66 0.86
H 6.39 3.29 1.88
H 6.28 4.78 2.73
H 6.00 1.66 3.65
H 5.30 3.04 4.55
H 6.60 1.98 5.23
C 0.79 6.04 4.24
O -0.06 7.06 3.67
C -0.36 8.24 4.50
C 0.79 9.26 4.49
O 0.99 9.67 3.16
C 2.21 10.40 2.94
H 1.21 5.41 3.46
H 0.27 5.43 4.98
H 1.57 6.57 4.77
H -0.68 8.00 5.52
H -1.27 8.68 4.11
H 1.71 8.85 4.88
H 0.46 10.10 5.11
H 2.32 10.72 1.91
H 3.11 9.79 3.02
H 2.46 11.27 3.54
C 6.46 -2.93 -1.12
O 7.62 -3.15 -0.31
C 7.61 -2.44 0.96
C 9.02 -2.66 1.66
O 9.24 -4.07 1.94
C 10.61 -4.42 2.22
H 6.78 -3.18 -2.13
H 6.32 -1.85 -1.14
H 5.56 -3.51 -0.94
H 6.87 -2.83 1.66
H 7.42 -1.37 0.98
H 9.15 -2.10 2.59
H 9.75 -2.35 0.92
H 11.26 -3.72 1.69
H 10.87 -5.46 2.02
H 10.83 -4.29 3.28
C 5.18 9.37 -2.56
O 4.75 8.29 -1.74
C 3.46 7.85 -2.20
C 2.94 6.54 -1.54
O 3.81 5.39 -1.62
C 4.09 4.93 -2.95
H 4.99 9.17 -3.61
H 6.25 9.46 -2.35
H 4.64 10.29 -2.32
H 3.42 7.74 -3.28
H 2.75 8.66 -2.02
H 1.95 6.32 -1.96
H 2.74 6.77 -0.49
H 4.86 5.48 -3.49
H 3.20 4.87 -3.57
H 4.47 3.91 -2.91
C -5.44 3.89 0.25
O -6.19 3.76 1.40
C -5.46 3.74 2.58
C -6.14 4.50 3.80
O -6.61 5.82 3.51
C -7.18 6.39 4.68
H -4.83 2.99 0.21
H -4.75 4.73 0.38
H -6.04 3.91 -0.65
H -4.45 4.12 2.45
H -5.29 2.70 2.88
H -5.49 4.48 4.68
H -7.03 3.92 4.04
H -7.72 7.31 4.44
H -6.48 6.76 5.43
H -7.95 5.79 5.16
*
```

Values from the calculation:
frontier orbital gap = 9.4812 eV
energy above the lowest of the compared OMol25 structures with the same formula, charge and spin = 536.48 kJ/mol
total energy = -106937.8463 eV
SMILES = COP(=O)(OC)OC.C1CCOC1.C1CCOC1.C1CCOC1.COCCOC.COCCOC.COCCOC.COCCOC.COCCOC.COCCOC.COCCOC.COCCOC


Record 2
ORCA calculation (ωB97M-V/def2-TZVPD) on C13H18Cl2ErN2O as an isolated structure in a non-equilibrium geometry.

Structure (ORCA input):
```
! wB97M-V def2-TZVPD RIJCOSX def2/J DEFGRID3
* xyz -1 4
Er 0.22 0.87 -0.01
Cl 1.97 1.15 -1.72
Cl -0.93 1.64 2.06
C -0.97 2.48 -0.96
H -1.52 3.06 -0.17
H -0.52 3.06 -1.82
C -1.23 -0.59 -0.98
C -1.68 1.11 -1.34
H -0.55 -1.15 -0.10
C -1.58 0.98 -2.89
H -2.84 1.29 -0.95
C -2.54 -0.08 -3.47
H -1.87 1.97 -3.28
H -0.51 0.78 -3.17
C -2.14 -1.50 -3.09
H -3.57 0.12 -3.11
H -2.55 0.05 -4.55
C -2.17 -1.60 -1.55
H -2.79 -2.24 -3.59
H -1.11 -1.68 -3.46
H -3.26 -1.55 -1.18
H -1.76 -2.63 -1.28
N 3.94 -0.66 5.77
C 2.91 -0.18 4.98
O 2.03 0.55 5.40
C 2.92 -0.67 3.56
C 3.84 -1.58 2.99
C 3.76 -1.90 1.63
C 2.76 -1.30 0.86
N 1.87 -0.44 1.38
C 1.92 -0.16 2.71
H 4.00 -0.21 6.68
H 4.80 -1.00 5.36
H 4.61 -2.04 3.62
H 4.46 -2.59 1.15
H 2.64 -1.49 -0.22
H 1.11 0.49 3.07
*
```

Values from the calculation:
frontier orbital gap (alpha / beta) = 4.7443 / 4.7717 eV
energy above the lowest of the compared OMol25 structures with the same formula, charge and spin = 0.00 kJ/mol
total energy = -71468.7103 eV


Record 3
ORCA calculation (ωB97M-V/def2-TZVPD) on C3H6F9FeN5O19S7 as an isolated structure in a non-equilibrium geometry.

Structure (ORCA input):
```
! wB97M-V def2-TZVPD RIJCOSX def2/J DEFGRID3
* xyz -1 6
Fe -0.24 -0.17 0.51
C 2.69 -3.77 0.68
F 3.92 -4.20 0.72
F 2.09 -4.30 -0.35
F 1.98 -4.01 1.83
S 2.68 -1.83 0.42
O 3.25 -1.27 1.63
O 3.48 -1.51 -0.75
O 1.27 -1.37 0.34
N 0.07 0.42 2.28
S 0.45 -0.27 3.68
O -0.60 -0.60 4.60
O 1.79 -0.18 4.18
F 0.56 -1.71 3.02
S 0.21 1.96 3.18
O 1.51 2.61 3.24
O -0.78 2.32 4.19
F -0.51 2.80 1.99
N -1.79 -1.22 0.48
S -2.41 -2.46 -0.68
O -2.57 -1.77 -1.93
O -3.36 -3.52 -0.33
F -0.90 -3.00 -0.64
S -3.08 -1.38 1.38
O -3.09 -2.60 2.18
O -4.35 -0.77 0.95
F -2.53 -0.29 2.45
N 3.31 1.17 -1.76
S 2.40 1.86 -0.44
O 1.11 1.21 -0.10
O 2.60 3.23 -0.05
F 3.34 1.20 0.79
S 2.77 2.21 -2.76
O 3.45 3.49 -2.84
O 1.32 2.10 -3.03
F 3.46 1.48 -4.02
C -0.70 -0.46 -3.93
N 0.12 -0.76 -2.71
O 1.20 -1.30 -2.94
O -0.27 -0.44 -1.57
H -1.15 0.50 -3.68
H -1.52 -1.16 -4.07
H 0.03 -0.35 -4.74
C -3.27 3.15 -0.04
N -2.69 1.85 -0.49
O -1.59 1.47 -0.07
O -3.39 1.23 -1.25
H -3.99 3.66 -0.67
H -2.52 3.89 0.24
H -3.77 2.87 0.89
*
```

Values from the calculation:
frontier orbital gap (alpha / beta) = 8.1905 / 6.5669 eV
total energy = -184240.8656 eV


Record 4
ORCA calculation (ωB97M-V/def2-TZVPD) on a 2-piece molecular cluster, C4H16N3O overall in a non-equilibrium geometry.

Structure (ORCA input):
```
! wB97M-V def2-TZVPD RIJCOSX def2/J DEFGRID3
* xyz 1 1
N 2.24 -0.06 -1.04
C 1.57 -1.34 -1.41
C 0.33 -1.72 -0.59
N -0.77 -0.79 -0.59
C -1.62 -0.84 0.69
C -2.15 0.49 1.23
N -1.17 1.60 1.43
H 3.13 -0.28 -0.59
H 1.65 0.52 -0.41
H 2.52 0.49 -1.86
H 2.25 -2.16 -1.30
H 1.23 -1.22 -2.48
H 0.69 -2.01 0.40
H -0.02 -2.63 -1.07
H -0.49 0.18 -0.77
H -2.54 -1.30 0.30
H -1.02 -1.48 1.35
H -2.64 0.36 2.19
H -2.99 0.68 0.55
H -1.78 2.40 1.24
H -1.02 1.75 2.43
H 0.35 2.12 0.61
H 1.13 3.08 -0.29
O 1.14 2.16 0.01
*
```

Values from the calculation:
frontier orbital gap = 9.4102 eV
energy above the lowest of the compared OMol25 structures with the same formula, charge and spin = 130.92 kJ/mol
total energy = -10918.5005 eV


Record 5
ORCA calculation (ωB97M-V/def2-TZVPD) on a single C21H24N2O4S molecule in a non-equilibrium geometry.

Structure (ORCA input):
```
! wB97M-V def2-TZVPD RIJCOSX def2/J DEFGRID3
* xyz 0 1
C 4.03 -4.22 4.76
O 3.90 -4.74 3.46
C 2.70 -4.61 2.81
C 1.60 -3.95 3.36
C 0.41 -3.83 2.68
C 0.28 -4.35 1.41
C -1.01 -4.20 0.64
C -1.06 -2.82 0.07
N -0.83 -2.49 -1.15
C -0.95 -1.13 -1.19
C -0.84 -0.21 -2.23
C -1.03 1.12 -1.93
C -1.34 1.55 -0.63
C -1.58 2.99 -0.30
O -2.36 3.34 0.56
N -0.83 3.87 -1.01
C -0.97 5.30 -0.87
C -1.49 5.95 -2.15
C -1.69 7.44 -1.97
S -2.35 8.26 -3.45
C -0.85 8.31 -4.48
C -1.49 0.64 0.41
C -1.28 -0.69 0.11
O -1.35 -1.79 0.90
C 1.36 -5.00 0.84
C 2.57 -5.15 1.51
O 3.52 -5.81 0.80
C 4.76 -6.18 1.36
H 3.89 -3.13 4.77
H 3.32 -4.68 5.45
H 5.05 -4.45 5.06
H 1.68 -3.53 4.35
H -0.42 -3.31 3.14
H -1.87 -4.34 1.30
H -1.06 -4.91 -0.19
H -0.61 -0.54 -3.23
H -0.98 1.85 -2.73
H -0.17 3.53 -1.69
H -0.01 5.74 -0.59
H -1.68 5.46 -0.05
H -0.78 5.77 -2.96
H -2.44 5.49 -2.43
H -0.76 7.94 -1.70
H -2.43 7.63 -1.19
H -1.11 8.88 -5.37
H -0.56 7.30 -4.77
H -0.05 8.80 -3.94
H -1.75 0.98 1.40
H 1.30 -5.41 -0.15
H 4.62 -6.80 2.25
H 5.26 -6.76 0.59
H 5.36 -5.31 1.62
*
```

Values from the calculation:
frontier orbital gap = 8.7935 eV
energy above the lowest of the compared OMol25 structures with the same formula, charge and spin = 144.82 kJ/mol
total energy = -44171.9030 eV
SMILES = COc1ccc(Cc2nc3ccc(C(=O)NCCCSC)cc3o2)cc1OC


Record 6
ORCA calculation (ωB97M-V/def2-TZVPD) on C4H6O2 as an isolated structure.

Structure (ORCA input):
```
! wB97M-V def2-TZVPD RIJCOSX def2/J DEFGRID3
* xyz 0 1
O 1.17 -1.50 -0.49
C 1.27 -0.36 0.23
C -0.41 0.73 -0.88
C 0.20 0.47 0.40
C -1.68 -0.09 1.02
O -2.19 0.25 -0.04
H 2.06 -1.87 -0.63
H 2.20 -0.22 0.78
H -0.50 1.75 -1.22
H -0.36 -0.04 -1.63
H 0.38 1.32 1.06
H -2.39 -0.49 1.77
*
```

Values from the calculation:
frontier orbital gap (alpha / beta) = 7.4011 / 7.4029 eV
energy above the lowest of the compared OMol25 structures with the same formula, charge and spin = 582.41 kJ/mol
total energy = -8334.4249 eV


Record 7
ORCA calculation (ωB97M-V/def2-TZVPD) on a 2-piece molecular cluster, C3H10N3O overall in a non-equilibrium geometry.

Structure (ORCA input):
```
! wB97M-V def2-TZVPD RIJCOSX def2/J DEFGRID3
* xyz 1 1
N -2.11 -1.33 -0.35
C -1.84 -1.44 1.00
N -1.78 -0.42 1.76
H -2.57 -0.48 -0.63
H -2.38 -2.17 -0.83
H -1.69 -2.47 1.35
H -1.89 -0.77 2.71
O 2.78 0.85 -1.08
C 2.24 1.21 -0.06
C 0.77 0.90 0.13
N 0.24 0.36 -1.17
H 2.77 1.77 0.72
H 0.57 0.17 0.91
H 0.22 1.80 0.39
H -0.11 1.06 -1.81
H 1.06 -0.08 -1.61
H -0.49 -0.38 -1.00
*
```

Values from the calculation:
frontier orbital gap = 10.2729 eV
energy above the lowest of the compared OMol25 structures with the same formula, charge and spin = 224.92 kJ/mol
total energy = -9783.9689 eV


Record 8
ORCA calculation (ωB97M-V/def2-TZVPD) on C29H44IrNO2P3S as an isolated structure in a non-equilibrium geometry.

Structure (ORCA input):
```
! wB97M-V def2-TZVPD RIJCOSX def2/J DEFGRID3
* xyz 4 6
P 3.51 -0.85 -0.84
C 4.30 -0.84 0.81
H 5.39 -0.81 0.73
H 3.98 -1.73 1.37
H 3.94 0.06 1.33
C 4.27 -2.24 -1.75
H 4.02 -2.13 -2.82
H 3.82 -3.17 -1.37
H 5.36 -2.25 -1.62
C 4.31 0.60 -1.63
H 5.38 0.41 -1.80
H 4.19 1.48 -0.97
H 3.82 0.82 -2.59
P -1.51 3.26 -1.76
C -1.59 3.79 -0.04
H -1.79 4.87 0.01
H -0.63 3.58 0.46
H -2.37 3.22 0.48
C -0.33 4.37 -2.58
H -0.35 4.25 -3.66
H 0.68 4.13 -2.23
H -0.56 5.41 -2.30
C -3.13 3.37 -2.58
H -3.27 4.38 -2.97
H -3.91 3.12 -1.86
H -3.19 2.65 -3.41
P -2.84 -1.54 -0.70
C -3.60 -1.80 0.90
H -4.52 -2.36 0.72
H -3.82 -0.84 1.36
H -2.94 -2.39 1.56
C -4.11 -1.72 -1.95
H -4.84 -2.43 -1.55
H -3.70 -2.11 -2.89
H -4.60 -0.76 -2.14
C -1.55 -2.76 -0.96
H -2.02 -3.65 -1.40
H -1.10 -3.01 0.00
H -0.77 -2.40 -1.64
Ir -0.83 0.96 -2.31
C 0.42 1.36 -0.95
O 1.23 1.63 -0.15
C -2.15 0.27 -0.80
O -2.54 0.94 0.15
C -1.81 0.40 -4.29
C -1.25 -0.77 -3.79
C 0.09 -0.78 -3.40
C 0.87 0.37 -3.54
C 0.34 1.51 -4.13
C -1.02 1.54 -4.48
H -2.88 0.44 -4.52
H -1.88 -1.65 -3.66
H 0.52 -1.67 -2.97
H 1.89 0.36 -3.16
H 0.95 2.40 -4.27
H -1.46 2.45 -4.85
N -0.24 -0.54 1.03
S -0.60 -0.83 2.51
C 0.28 -2.24 3.16
C -0.48 -3.38 3.50
C 0.17 -4.54 3.92
C 1.56 -4.57 4.00
C 2.32 -3.44 3.70
C 1.68 -2.26 3.29
C -0.07 0.52 3.55
C -0.33 1.81 3.08
C 0.11 2.92 3.81
C 0.78 2.73 5.03
C 0.97 1.44 5.53
C 0.54 0.33 4.80
H 0.77 -0.70 0.90
H -1.57 -3.33 3.42
H -0.43 -5.42 4.18
H 2.06 -5.50 4.29
H 3.41 -3.46 3.79
H 2.26 -1.36 3.08
H -0.85 1.93 2.13
H -0.08 3.92 3.43
H 1.14 3.59 5.59
H 1.46 1.29 6.49
H 0.71 -0.68 5.17
*
```

Values from the calculation:
frontier orbital gap (alpha / beta) = 5.5473 / 4.7561 eV
energy above the lowest of the compared OMol25 structures with the same formula, charge and spin = 0.00 kJ/mol
total energy = -77866.0229 eV


> Look up the total energy of the fourth one.

-10918.5005 eV


> Look up the total energy of the first one.

-106937.8463 eV


> The highest total energy belongs to which entry?

C4H6O2